(1)
Below is a molecular structure, C6H18AgN2O9S3 in a non-equilibrium geometry, with properties calculated with wB97M-V/def2-TZVPD.

Geometry (Å):
Ag 0.426022 0.821805 -0.357320
S 0.001319 -1.300791 2.682649
S 2.881654 -1.730291 -0.739674
S -2.749722 -0.664571 -1.147374
O -1.295637 -0.476326 -1.504942
O 1.001641 3.176982 -4.093014
O 0.095880 2.284473 -2.337255
O 2.563101 -0.320735 -0.203641
O 1.522746 2.100487 1.812563
O 1.487159 1.157649 -3.432233
O -0.426380 2.389272 1.325236
O 0.317514 2.970864 3.279658
O -0.090891 -0.694786 1.275352
N 0.456895 2.462176 2.167499
N 0.893572 2.232067 -3.292993
C -3.673540 0.435524 -2.320951
C -1.108412 -0.360584 3.828545
C 1.240794 -2.254539 -1.427225
C 1.672091 -0.734774 3.285268
C -3.185986 0.473410 0.274287
C 3.573575 -1.606627 -2.425333
H 1.338487 -3.236450 -1.890252
H 3.072223 -0.854858 -3.034903
H 3.375176 -2.518381 -2.988753
H -2.725048 0.081073 1.180770
H -4.662018 0.652381 -1.916022
H 1.674586 0.315622 3.576397
H -0.731413 0.661915 3.807082
H 0.761106 -1.650031 -2.197019
H -2.873477 1.512963 0.175525
H -4.257698 0.436977 0.469768
H 0.509440 -2.250268 -0.619023
H -3.846141 -0.190598 -3.196317
H 2.489149 -0.806936 2.567410
H 1.996430 -1.376539 4.104445
H -1.053718 -0.744759 4.847131
H 4.626594 -1.345882 -2.531443
H -3.143599 1.365465 -2.527040
H -2.153475 -0.412378 3.523140

Force components x, y, z for each atom (eV/Å):
0.05 0.81 -0.17
1.13 0.75 -0.69
-2.06 1.67 -1.37
-0.47 2.59 0.26
-0.42 -0.14 0.27
-0.41 -1.21 1.66
-0.98 0.66 2.03
0.67 -1.27 -0.56
4.99 -2.14 -1.06
0.23 0.37 0.14
-3.86 -0.27 -1.82
-1.32 -0.10 0.53
-0.63 -0.66 1.25
0.13 1.95 1.62
1.27 -0.38 -2.73
-0.28 -1.15 0.04
0.87 0.35 -0.37
-0.04 -0.66 0.34
-0.21 -0.01 0.57
0.37 -0.86 0.55
0.21 0.49 -0.91
0.09 -0.25 0.39
-0.46 0.34 0.56
0.16 -0.38 0.47
0.28 -0.06 -0.17
0.09 -0.02 0.21
-0.39 -0.01 0.11
-0.29 0.18 0.07
0.82 0.77 -0.02
0.22 -0.13 -0.51
-0.10 -0.13 -0.43
0.30 -0.28 0.25
0.27 0.37 -0.28
-0.70 -0.29 -0.78
-0.41 0.04 0.29
0.34 -0.24 -0.12
0.09 -0.27 0.71
0.26 -0.29 0.07
0.24 -0.13 -0.39

Values from the calculation:
**E_HOMO (spin up / spin down)**: -8.90 / -8.41 eV
**Total charge**: 0
**Multiplicity**: 2
**LUMO energy (spin up / spin down)**: 0.004 / -0.150 Ha

***

(2)
Below is a molecular structure, C6H18AgN3O3 in a non-equilibrium geometry, with properties calculated with wB97M-V/def2-TZVPD.

Geometry (Å):
Ag 0.301741 -1.552999 0.181220
O -1.920569 -1.781166 0.511975
O 1.070559 3.586266 -1.088480
O 1.398262 -1.608651 2.410332
N -2.140180 -3.955906 0.570069
N 0.670954 -0.062310 -1.522924
N -3.925349 -2.803130 0.550883
C 2.182684 1.072720 -0.042133
C 0.394528 -1.982246 3.397808
C 0.826491 2.351317 -1.810673
C 1.063163 4.739661 -1.817993
C 0.818824 1.171573 -0.777034
C -2.651323 -2.763521 0.474669
H -4.391373 -1.916002 0.424708
H -1.135992 -3.945641 0.462347
H 1.702993 5.358200 -1.188604
H -0.421700 -2.569212 2.976697
H 0.105810 -1.191110 4.089797
H 2.173523 0.254434 0.677898
H 0.112982 5.273128 -1.843956
H -2.717016 -4.782184 0.638068
H -4.446198 -3.548045 0.991237
H -0.048320 2.345411 -2.460879
H 0.003136 1.135365 -0.054921
H 2.946154 1.130342 -0.817952
H 1.584984 4.664375 -2.772003
H 1.681204 2.175587 -2.463883
H 1.470016 -0.211550 -2.122350
H -0.033724 0.174088 -2.206778
H 2.383860 1.926294 0.605198
H 0.939877 -2.685090 4.027654

Force components x, y, z for each atom (eV/Å):
1.05 -0.03 1.45
-0.53 1.46 -1.06
-1.06 -3.09 -0.07
-2.19 0.12 -0.80
2.28 -2.83 -0.28
-0.49 -0.37 -1.10
-5.73 1.99 -0.30
-0.99 1.23 0.21
2.74 -0.53 -1.03
0.64 0.34 1.93
1.17 1.68 0.52
1.53 0.85 0.26
2.92 0.07 1.56
-0.20 -0.22 0.33
-0.09 -0.85 0.36
0.09 0.66 -0.29
-0.60 0.37 0.04
-0.52 0.43 -0.33
0.35 -0.57 -0.45
-0.36 -0.36 -0.50
0.65 0.07 -0.26
0.27 0.20 -0.31
-0.49 0.34 0.23
-0.10 0.84 -0.07
0.34 -0.70 0.19
-0.35 -0.10 -0.37
0.28 -0.07 -0.21
0.60 -0.15 0.16
-0.74 -0.68 -0.18
-0.31 0.33 -0.19
-0.15 -0.42 0.56

Values from the calculation:
**E_HOMO**: -6.39 eV
**Total charge**: 0
**LUMO energy**: 0.008 Ha

***

Number 1: molar mass 466.28 g/mol. Number 2: molar mass 288.10 g/mol.